Entry 1:
Computed, not measured: a structure of composition C3H9N3O, with ωB97M-V/def2-TZVPD.

Positions of all 16 atoms, in Å:
H -1.3495 1.1904 -1.7871
H -0.6442 -0.0075 2.3214
C 1.0275 -0.6258 -1.6238
H 0.8587 0.4225 -1.9391
H -2.1496 0.7412 1.7135
H -1.8846 -1.0344 1.7149
H 2.0987 -0.8334 -1.7184
N -1.6452 1.1307 -0.7861
H 1.0909 -0.7983 1.6735
N 0.6071 -0.9843 -0.2990
H 1.5668 1.6066 0.4579
C 0.9909 -0.2806 0.7258
H 0.4829 -1.2297 -2.3499
N -1.5385 0.0335 -0.3150
O 1.9162 0.7281 0.6414
C -1.4280 -0.0590 1.5700

The calculation puts the gap between HOMO and LUMO at 8.92 eV. The calculation puts the lowest unoccupied orbital energy at 0.59 eV. The energy above the lowest of the compared OMol25 structures with the same formula, charge and spin comes out at 6.165 eV.

Entry 2:
Computed, not measured: a cluster of 2 separate species, C3H9N3O in total, with ωB97M-V/def2-TZVPD.

Positions of all 16 atoms, in Å:
C 1.5723 1.5497 0.8397
H 1.7040 1.7811 1.9620
H -1.9087 -0.7135 -0.1470
H -1.8516 -2.3812 -0.4094
N 0.7957 -0.3557 -0.2892
O -0.9300 1.8420 -1.1278
H 0.9737 2.3934 0.2416
N 0.0822 -1.5656 -0.1665
C -0.4773 0.7761 -1.5236
H -0.7997 0.0531 -2.2751
N 0.7674 0.4386 0.7837
H -1.3608 -1.9202 1.1969
H 0.3594 -1.9985 -1.0557
H 2.4724 1.2142 0.4531
H -0.0948 0.4523 1.3517
C -1.3044 -1.5657 0.1656

The calculation puts the gap between HOMO and LUMO (alpha / beta) at 7.68 / 7.67 eV. The calculation puts the lowest unoccupied orbital energy (alpha / beta) at 0.83 / 0.83 eV. The energy above the lowest of the compared OMol25 structures with the same formula, charge and spin comes out at 6.416 eV.

Entry 3:
Computed, not measured: an isolated molecule of C3H9N3O2, with ωB97M-V/def2-TZVPD.

Positions of all 17 atoms, in Å:
H 1.4895 -1.7151 -0.3030
H -0.9806 1.4166 1.7464
H 1.0649 2.1664 -0.4087
C -0.9467 0.1323 0.2781
H 0.2763 0.0680 -1.1203
H -3.2423 -0.3437 -0.4306
N 1.5508 -0.9977 0.4226
N 0.7510 0.1174 -0.0231
N -1.5343 0.9622 1.0228
H 2.5590 -0.8678 0.4525
H 2.4800 1.3269 0.2495
H 1.1697 1.7068 1.3088
O -2.7301 -0.5684 -1.2193
C 1.3920 1.3931 0.2878
O -0.8947 -1.8635 -1.0985
H -1.0215 -2.3728 -0.2745
C -1.3830 -0.5607 -0.8905

The calculation puts the gap between HOMO and LUMO at 7.30 eV. The calculation puts the lowest unoccupied orbital energy at 0.44 eV. The energy above the lowest of the compared OMol25 structures with the same formula, charge and spin comes out at 7.213 eV.

Copy entry 2 word for word.
Computed, not measured: a cluster of 2 separate species, C3H9N3O in total, with ωB97M-V/def2-TZVPD.

Positions of all 16 atoms, in Å:
C 1.5723 1.5497 0.8397
H 1.7040 1.7811 1.9620
H -1.9087 -0.7135 -0.1470
H -1.8516 -2.3812 -0.4094
N 0.7957 -0.3557 -0.2892
O -0.9300 1.8420 -1.1278
H 0.9737 2.3934 0.2416
N 0.0822 -1.5656 -0.1665
C -0.4773 0.7761 -1.5236
H -0.7997 0.0531 -2.2751
N 0.7674 0.4386 0.7837
H -1.3608 -1.9202 1.1969
H 0.3594 -1.9985 -1.0557
H 2.4724 1.2142 0.4531
H -0.0948 0.4523 1.3517
C -1.3044 -1.5657 0.1656

The calculation puts the gap between HOMO and LUMO (alpha / beta) at 7.68 / 7.67 eV. The calculation puts the lowest unoccupied orbital energy (alpha / beta) at 0.83 / 0.83 eV. The energy above the lowest of the compared OMol25 structures with the same formula, charge and spin comes out at 6.416 eV.